# 1
The following is a DFT calculation (ωB97M-V/def2-TZVPD) of a 11-piece molecular cluster, H22O11 overall in a non-equilibrium geometry.

Last column: Mulliken charge in e.
Cartesian coordinates (Å):
O (-0.110, 0.673, 0.288)  -0.602
H (-0.997, 0.516, -0.055)  0.347
H (0.446, 0.064, -0.212)  0.357
O (-5.922, 0.262, -0.352)  -0.626
H (-5.067, 0.681, -0.200)  0.307
H (-6.327, 0.800, -1.042)  0.319
O (3.912, 2.572, 0.633)  -0.622
H (3.636, 1.816, 0.103)  0.304
H (4.629, 2.228, 1.178)  0.316
O (3.921, -3.829, -1.118)  -0.637
H (3.250, -3.428, -0.554)  0.312
H (3.419, -4.399, -1.711)  0.325
O (2.223, 1.178, -2.229)  -0.573
H (2.210, 1.737, -3.014)  0.283
H (2.765, 0.423, -2.488)  0.315
O (-0.370, -1.123, 2.989)  -0.576
H (0.484, -0.758, 2.730)  0.313
H (-0.926, -0.992, 2.212)  0.308
O (-2.569, -2.345, 0.763)  -0.588
H (-2.551, -2.045, 1.678)  0.302
H (-3.468, -2.669, 0.639)  0.307
O (-0.691, -2.213, -2.476)  -0.581
H (-1.211, -2.920, -2.076)  0.306
H (-0.688, -1.519, -1.808)  0.355
O (-0.634, 0.340, -2.550)  -0.599
H (-0.321, 0.115, -1.666)  0.069
H (-0.985, 1.232, -2.453)  0.288
O (0.939, -0.416, 4.351)  -0.677
H (0.739, 0.500, 4.128)  0.340
H (1.877, -0.507, 4.150)  0.306
O (-0.559, 4.901, -0.228)  -0.624
H (-1.474, 5.169, -0.090)  0.318
H (-0.555, 3.961, -0.014)  0.306

Force components x, y, z for each atom (eV/Å):
-0.14 -0.12 0.05
-0.17 0.01 0.32
0.42 0.12 0.37
0.11 0.15 -0.06
-0.08 -0.08 0.01
-0.02 -0.09 0.05
0.11 -0.24 0.12
-0.11 0.15 -0.16
-0.04 0.11 -0.03
-0.17 0.03 0.01
0.08 -0.06 -0.03
0.07 0.04 0.02
0.33 -0.11 0.13
-0.10 -0.01 0.11
-0.06 0.02 -0.06
-2.58 -1.00 -2.92
-0.67 -0.37 -0.12
-0.04 -0.15 -0.33
-0.07 0.17 0.00
0.01 -0.21 0.03
0.03 0.04 -0.07
0.08 -0.55 0.34
0.07 -0.01 0.01
-0.36 -0.50 -0.42
-0.45 0.32 -0.06
0.20 0.71 -0.69
0.17 0.03 0.00
3.11 1.46 2.57
-0.05 0.03 0.28
0.28 0.13 0.50
-0.24 -0.13 0.00
0.11 0.06 -0.01
0.17 0.04 0.02

## Properties
- HOMO level: -10.444 eV

***

# 2
The following is a DFT calculation (ωB97M-V/def2-TZVPD) of a 11-piece molecular cluster, H22O11 overall in a non-equilibrium geometry.

Last column: Mulliken charge in e.
Cartesian coordinates (Å):
O (-1.411, -0.367, 0.509)  -0.576
H (-0.528, -0.032, 0.702)  0.268
H (-1.970, 0.418, 0.530)  0.305
O (-2.666, 4.089, 1.010)  -0.588
H (-3.346, 3.579, 1.464)  0.295
H (-2.180, 4.518, 1.723)  0.309
O (0.910, 2.428, -1.995)  -0.582
H (1.547, 3.145, -2.099)  0.268
H (0.054, 2.859, -2.097)  0.372
O (1.031, -0.810, -1.907)  -0.637
H (0.646, -0.174, -1.294)  0.247
H (0.322, -0.989, -2.535)  0.349
O (2.473, -3.232, 1.203)  -0.565
H (2.529, -3.631, 0.327)  0.305
H (1.830, -3.779, 1.668)  0.246
O (-0.576, 3.276, -0.567)  -0.638
H (0.083, 3.958, -0.397)  0.324
H (-0.606, 2.769, 0.252)  0.260
O (-2.827, 0.209, 4.582)  -0.616
H (-2.404, 0.803, 3.951)  0.295
H (-3.683, 0.015, 4.185)  0.320
O (-1.137, -2.609, -2.074)  -0.709
H (-1.866, -2.189, -1.603)  0.356
H (-0.350, -2.297, -1.613)  0.341
O (3.035, -0.090, 2.461)  -0.536
H (2.241, 0.367, 2.762)  0.272
H (3.476, -0.355, 3.275)  0.288
O (-2.363, -1.502, -4.072)  -0.668
H (-2.000, -1.926, -3.286)  0.393
H (-1.906, -1.933, -4.803)  0.302
O (3.519, -1.634, 0.588)  -0.540
H (4.222, -2.165, 0.979)  0.315
H (3.983, -1.027, 0.000)  0.224

Force components x, y, z for each atom (eV/Å):
0.03 0.23 0.01
0.06 -0.20 0.06
-0.06 -0.08 -0.13
-0.16 -0.19 0.42
-0.10 0.14 -0.03
-0.07 0.08 -0.06
1.60 -0.50 -1.71
0.13 -0.27 -0.20
0.24 -0.40 0.01
-0.14 -0.36 0.20
0.17 0.21 -0.24
0.12 0.41 -0.30
-1.94 -2.83 1.26
-0.03 0.25 0.01
-0.06 -0.31 0.08
-1.45 1.10 1.82
-0.09 -0.14 0.04
-0.17 0.18 -0.18
-0.07 0.15 -0.17
0.01 -0.11 0.10
0.06 -0.07 0.08
-0.22 -0.40 0.51
0.06 -0.13 0.52
0.28 -0.03 0.22
-0.26 0.65 0.68
0.08 -0.01 0.09
-0.03 -0.01 -0.05
-0.39 0.35 -0.68
0.35 -0.09 -0.42
-0.12 0.07 0.10
2.22 1.90 -2.04
-0.20 0.12 0.01
0.16 0.29 0.00

## Properties
- HOMO level: -9.914 eV